i:
16
Properties=species:S:1:pos:R:3:mulliken_charge:R:1 method="wB97M-V/def2-TZVPD" e_lumo_ev=0.96 smiles="CCCOC(N)=O"
C 1.67 0.93 -1.34 -1.307
C 0.50 0.12 -0.78 -0.177
C 0.67 -0.13 0.71 -0.461
O -0.37 -0.87 1.31 -0.486
C -1.69 -0.23 1.31 0.485
N -2.33 -1.15 0.59 -0.380
O -1.93 0.82 1.84 -0.546
H 2.62 0.40 -1.20 0.334
H 1.55 1.12 -2.41 0.349
H 1.75 1.90 -0.83 0.337
H -0.44 0.66 -0.96 0.295
H 0.42 -0.84 -1.32 0.256
H 1.59 -0.69 0.90 0.319
H 0.71 0.81 1.27 0.358
H -3.33 -1.15 0.43 0.216
H -1.40 -1.70 0.48 0.408

=====

ii:
16
Properties=species:S:1:pos:R:3:mulliken_charge:R:1 method="wB97M-V/def2-TZVPD" e_lumo_ev=0.72 smiles="C[C@@H](O)CC(N)=O"
C 1.86 -0.71 -0.50 -1.533
C 0.40 -0.30 -0.52 0.462
O -0.41 -1.23 -1.26 -0.555
C -0.21 -0.23 0.89 -0.736
C -1.00 1.03 1.17 0.464
N -1.89 1.37 0.19 -0.361
O -0.86 1.69 2.18 -0.630
H 1.99 -1.69 -0.02 0.347
H 2.44 0.03 0.05 0.378
H 2.27 -0.76 -1.52 0.423
H 0.32 0.69 -1.00 0.333
H 0.00 -1.36 -2.12 0.304
H -0.86 -1.10 1.00 0.364
H 0.56 -0.30 1.66 0.296
H -2.50 2.15 0.37 0.228
H -2.11 0.73 -0.56 0.215

=====

iii:
16
Properties=species:S:1:pos:R:3:mulliken_charge:R:1 method="wB97M-V/def2-TZVPD" e_lumo_ev=0.70 smiles="CC[C@H](N)C(=O)O"
C -2.04 0.22 0.08 -1.261
C -0.58 0.55 0.45 -0.286
C 0.45 -0.21 -0.43 0.177
N 0.37 -1.65 -0.16 -0.710
C 1.88 0.16 -0.02 0.408
O 2.73 -0.64 0.22 -0.531
O 1.84 1.54 -0.14 -0.453
H -2.30 0.55 -0.92 0.330
H -2.22 -0.87 0.18 0.331
H -2.83 0.64 0.80 0.319
H -0.45 1.64 0.26 0.226
H -0.35 0.34 1.53 0.285
H 0.33 0.04 -1.46 0.352
H 1.29 -2.07 -0.24 0.234
H -0.19 -2.14 -0.86 0.238
H 2.05 1.91 0.73 0.341

=====

iv:
16
Properties=species:S:1:pos:R:3:mulliken_charge:R:1 method="wB97M-V/def2-TZVPD" e_lumo_ev=0.73 smiles="CNC(=O)CCO"
C -1.84 -0.54 1.77 -0.811
N -1.14 -0.03 0.63 -0.193
C 0.29 -0.12 0.73 0.373
O 0.61 -0.92 1.58 -0.590
C 1.24 0.48 -0.25 -0.299
C 0.95 -0.08 -1.69 -0.430
O 0.73 0.92 -2.53 -0.519
H -2.86 -0.18 1.79 0.358
H -2.01 -1.70 1.72 0.193
H -1.31 -0.25 2.76 0.240
H -1.60 0.72 0.11 0.266
H 2.29 0.19 0.02 0.246
H 1.11 1.66 -0.26 0.242
H 0.05 -0.84 -1.59 0.341
H 1.91 -0.62 -2.01 0.256
H 1.57 1.32 -2.77 0.328

=====

Most stable: ii. Least stable: iv.

=====

i:
16
Properties=species:S:1:pos:R:3:mulliken_charge:R:1 method="wB97M-V/def2-TZVPD" e_lumo_ev=0.87 smiles="C[C@@H](O)CC(N)=O"
C 2.03 -0.43 -0.74 -1.459
C 0.61 -0.76 -0.32 0.491
O 0.65 -1.11 1.05 -0.576
C -0.35 0.43 -0.56 -0.558
C -1.56 0.26 0.33 0.501
N -1.94 1.35 1.06 -0.422
O -2.15 -0.81 0.41 -0.645
H 2.41 0.43 -0.16 0.372
H 2.09 -0.18 -1.80 0.358
H 2.69 -1.28 -0.55 0.351
H 0.25 -1.62 -0.91 0.209
H -0.21 -1.49 1.26 0.350
H 0.16 1.38 -0.37 0.267
H -0.68 0.44 -1.60 0.319
H -2.66 1.21 1.75 0.241
H -1.35 2.17 1.14 0.202

=====

ii:
16
Properties=species:S:1:pos:R:3:mulliken_charge:R:1 method="wB97M-V/def2-TZVPD" e_lumo_ev=0.50
N -1.49 1.35 -0.47 -0.308
C -0.46 1.91 -1.09 0.785
O -0.42 2.94 -1.82 -0.503
C 0.89 1.71 -1.39 -0.715
C 1.23 -0.75 0.71 -0.880
C 0.21 -1.87 0.71 -0.201
O -1.09 -1.30 0.62 -0.553
H -2.41 1.72 -0.67 0.228
H -1.40 0.43 -0.03 0.281
H 1.26 -0.25 -0.27 0.098
H 1.51 2.29 -0.69 0.202
H 2.23 -1.14 0.91 0.387
H 0.98 -0.02 1.48 0.313
H 0.39 -2.55 -0.14 0.295
H 0.29 -2.46 1.63 0.290
H -1.73 -2.01 0.50 0.282

=====

Most stable: i. Least stable: ii.